(1)
A structure of composition C36H90F2N7O20S3Sn. Source: the OMol25 dataset; level of theory: the ωB97M-V functional and the def2-TZVPD basis.

Calculated total energy: -4921.59953 Ha
Net charge: -1
LUMO: -3.1 eV

Each line ends with the Mulliken charge.
Element x y z (Å)
Sn -16.757 21.658 -33.651  0.699
S -16.918 27.216 -32.363  1.255
O -17.328 27.720 -33.658  -0.470
O -17.927 26.304 -31.843  -0.464
O -15.773 26.354 -32.570  -0.474
O -16.647 28.375 -31.533  -0.552
N -17.569 33.201 -39.319  -0.186
S -17.165 33.642 -40.675  1.070
O -18.044 34.485 -41.434  -0.598
O -16.269 32.711 -41.399  -0.613
F -16.093 34.755 -40.229  -0.325
S -18.812 32.203 -39.922  1.048
O -18.400 31.104 -40.814  -0.542
O -20.171 32.741 -39.966  -0.564
F -18.833 31.396 -38.497  -0.291
C -17.621 21.172 -38.539  -0.779
O -18.150 22.358 -37.997  -0.215
C -18.700 23.380 -38.827  -0.501
C -18.790 24.771 -38.222  -0.901
N -19.605 24.758 -37.014  -0.238
C -21.045 25.009 -37.237  -0.646
C -21.783 25.189 -35.985  -0.346
O -23.203 25.477 -36.266  -0.341
C -23.888 25.842 -35.054  -0.684
H -17.106 20.514 -37.839  0.230
H -16.883 21.421 -39.302  0.311
H -18.342 20.513 -39.022  0.302
H -19.622 23.051 -39.305  0.336
H -18.047 23.525 -39.687  0.370
H -19.000 25.553 -38.952  0.417
H -17.830 25.108 -37.830  0.450
H -19.276 25.581 -36.530  0.265
H -21.519 24.194 -37.784  0.269
H -21.162 25.918 -37.827  0.304
H -21.264 25.971 -35.431  0.302
H -21.777 24.301 -35.352  0.288
H -23.309 26.598 -34.523  0.306
H -24.123 24.918 -34.525  0.254
H -24.827 26.337 -35.300  0.255
C -11.089 20.362 -33.885  -0.727
O -11.842 21.508 -34.228  -0.330
C -11.184 22.785 -34.247  -0.705
C -10.546 23.196 -32.916  -0.697
N -11.539 23.327 -31.862  -0.208
C -10.884 23.432 -30.566  -0.658
C -11.715 23.898 -29.424  -0.266
O -10.816 24.378 -28.458  -0.315
C -11.459 24.858 -27.278  -0.748
H -10.994 20.255 -32.805  0.258
H -10.091 20.380 -34.323  0.322
H -11.578 19.416 -34.116  0.250
H -11.901 23.551 -34.541  0.330
H -10.435 22.737 -35.037  0.385
H -10.041 24.158 -33.007  0.490
H -9.798 22.443 -32.666  0.420
H -12.170 24.091 -32.056  0.247
H -9.976 24.026 -30.668  0.342
H -10.493 22.438 -30.349  0.191
H -12.409 23.146 -29.048  0.279
H -12.404 24.675 -29.756  0.280
H -10.717 25.220 -26.566  0.261
H -11.932 24.019 -26.769  0.304
H -12.095 25.724 -27.462  0.296
C -19.575 25.579 -24.425  -0.495
O -18.924 26.806 -24.826  -0.418
C -19.078 27.209 -26.126  -0.473
C -20.464 27.555 -26.567  -0.805
N -21.166 26.478 -27.282  -0.214
C -22.575 26.740 -27.660  -0.671
C -23.525 27.280 -26.624  -0.504
O -24.849 26.988 -26.969  -0.342
C -25.828 27.521 -26.108  -0.742
H -19.380 25.565 -23.353  0.240
H -19.207 24.632 -24.820  0.234
H -20.633 25.793 -24.569  0.163
H -18.627 26.403 -26.705  0.317
H -18.447 28.089 -26.245  0.292
H -20.423 28.449 -27.190  0.498
H -21.034 27.815 -25.675  0.411
H -20.691 26.326 -28.161  0.268
H -23.045 25.856 -28.094  0.382
H -22.607 27.316 -28.585  0.303
H -23.398 28.346 -26.433  0.361
H -23.346 26.921 -25.610  0.326
H -25.813 28.607 -26.014  0.290
H -25.662 27.062 -25.133  0.315
H -26.864 27.269 -26.337  0.267
C -16.938 40.375 -33.049  -0.731
O -17.023 39.357 -34.023  -0.334
C -18.333 39.314 -34.538  -0.321
C -18.541 38.312 -35.626  -0.724
N -18.790 36.897 -35.281  -0.285
C -20.150 36.946 -34.768  -0.623
C -20.881 35.688 -34.459  -0.729
O -19.953 34.788 -33.717  -0.296
C -20.503 33.580 -33.412  -0.716
H -15.894 40.450 -32.747  0.255
H -17.595 40.166 -32.204  0.293
H -17.213 41.371 -33.396  0.306
H -18.437 40.313 -34.961  0.321
H -19.079 39.180 -33.754  0.310
H -17.603 38.366 -36.179  0.426
H -19.363 38.654 -36.254  0.406
H -18.699 36.362 -36.134  0.260
H -20.852 37.531 -35.362  0.422
H -20.283 37.481 -33.827  0.251
H -21.097 35.263 -35.439  0.346
H -21.786 35.884 -33.884  0.353
H -19.788 32.960 -32.871  0.235
H -20.774 33.092 -34.348  0.296
H -21.394 33.691 -32.793  0.281
C -21.313 19.611 -33.904  -0.769
O -20.805 20.350 -32.803  -0.296
C -21.645 20.505 -31.727  -0.657
C -20.870 21.127 -30.550  -0.848
N -19.635 20.454 -30.196  -0.173
C -19.019 21.023 -29.019  -0.803
C -17.764 20.236 -28.564  -0.633
O -16.778 20.337 -29.632  -0.217
C -15.709 19.420 -29.365  -0.805
H -21.034 18.558 -33.925  0.266
H -21.011 20.106 -34.827  0.251
H -22.401 19.672 -33.868  0.347
H -22.090 19.535 -31.505  0.398
H -22.534 21.062 -32.022  0.426
H -21.508 21.187 -29.668  0.435
H -20.755 22.160 -30.876  0.393
H -19.973 19.567 -29.851  0.237
H -19.721 21.030 -28.186  0.450
H -18.719 22.060 -29.176  0.403
H -18.063 19.191 -28.495  0.309
H -17.281 20.556 -27.641  0.407
H -15.218 19.438 -28.393  0.310
H -14.985 19.661 -30.144  0.234
H -15.966 18.364 -29.450  0.329
C -11.022 33.089 -28.208  -0.766
O -10.914 32.492 -29.495  -0.303
C -11.815 31.359 -29.643  -0.657
C -11.568 30.681 -30.987  -0.679
N -11.497 31.602 -32.112  -0.323
C -10.476 31.233 -33.141  -0.823
C -10.989 30.035 -34.006  -0.431
O -12.008 30.466 -34.858  -0.298
C -12.480 29.410 -35.733  -0.689
H -10.926 32.427 -27.347  0.291
H -12.042 33.464 -28.125  0.329
H -10.354 33.939 -28.068  0.251
H -12.867 31.629 -29.734  0.358
H -11.756 30.700 -28.776  0.426
H -12.193 29.816 -31.211  0.362
H -10.637 30.154 -30.778  0.324
H -11.265 32.532 -31.793  0.284
H -9.562 31.047 -32.576  0.441
H -10.261 32.101 -33.764  0.414
H -11.259 29.205 -33.353  0.313
H -10.130 29.681 -34.576  0.363
H -13.352 29.791 -36.265  0.256
H -12.770 28.567 -35.106  0.274
H -11.694 29.150 -36.441  0.285

---

(2)
A structure of composition C10H20N4. Source: the OMol25 dataset; level of theory: the ωB97M-V functional and the def2-TZVPD basis.

Calculated total energy: -611.61333 Ha
LUMO: -0.7 eV

Each line ends with the Mulliken charge.
Element x y z (Å)
C 0.708 1.899 -1.228  -0.635
C 1.836 2.732 -0.481  -0.419
C 2.602 1.910 0.596  -0.397
C 1.738 0.697 1.356  -1.063
C 1.409 -1.173 0.030  0.122
C -0.909 -0.948 -0.640  -0.103
C -1.736 -1.531 0.663  -0.335
C -3.293 -1.497 0.487  -0.738
C -3.830 0.065 -0.178  -0.752
C 2.869 -2.973 -0.053  0.247
H 1.094 1.256 -2.032  0.289
H 0.193 1.339 -0.397  -0.109
H 0.001 2.568 -1.808  0.418
H 1.593 3.968 -0.290  0.221
H 2.867 2.534 -1.394  0.159
H 3.180 2.453 1.548  0.311
H 3.312 1.074 -0.028  0.174
H 0.752 1.308 1.896  0.235
H 2.342 0.429 2.254  0.415
H -0.169 0.645 0.744  0.734
H 0.647 -2.593 -1.407  0.310
H -0.890 0.248 -0.430  -0.095
H -1.573 -1.087 -1.756  0.178
H -1.520 -2.479 1.035  0.449
H -1.520 -0.687 1.368  0.190
H -3.539 -1.708 1.516  0.404
H -3.856 -2.436 -0.174  0.248
H -3.250 0.993 0.435  0.141
H -3.435 0.119 -1.337  0.180
H -4.897 0.216 0.021  0.380
N 0.878 -0.064 0.629  -0.011
N 0.391 -1.709 -0.833  -0.134
N 2.494 -1.705 0.472  -0.497
N 3.512 -3.860 -0.583  -0.516

---

(3)
The molecule C3H4O3. Source: the OMol25 dataset; level of theory: the ωB97M-V functional and the def2-TZVPD basis.

Calculated total energy: -342.22530 Ha
LUMO: 0.3 eV

Each line ends with the Mulliken charge.
Element x y z (Å)
C 0.494 -0.377 -0.339  -0.370
C -0.122 -0.353 1.014  -0.611
C -1.402 -0.484 1.187  0.653
O -2.545 -0.589 1.317  -0.321
O 0.795 1.004 -0.793  -0.095
O -0.355 1.717 -1.311  -0.603
H -0.176 -0.845 -1.062  0.328
H 1.459 -0.892 -0.300  0.298
H 0.483 -0.110 1.870  0.322
H 1.370 0.931 -1.584  0.399

---

(4)
The molecule C27H31N3O5. Source: the OMol25 dataset; level of theory: the ωB97M-V functional and the def2-TZVPD basis.

Structure (SMILES): CCCCOc1ccc(/C=C/C(=O)NC2=Nc3ccccc3NC(C)=C2C(=O)OCC)cc1OC
Calculated total energy: -1587.91331 Ha
LUMO: 0.3 eV

Each line ends with the Mulliken charge.
Element x y z (Å)
C -6.735 -2.933 -0.793  -1.501
H -7.218 -2.743 0.163  0.343
C -5.662 -1.886 -1.066  0.127
H -5.177 -2.109 -2.020  0.217
C -6.257 -0.481 -1.111  -0.676
C -5.227 0.619 -1.388  -0.597
O -4.371 0.846 -0.288  -0.451
C -3.209 0.161 -0.134  0.806
C -2.555 -0.587 -1.100  -0.324
C -1.336 -1.185 -0.830  -1.306
C -0.741 -1.068 0.420  0.391
C -1.403 -0.324 1.403  -0.005
C -2.608 0.294 1.142  0.648
O -3.302 1.056 2.031  -0.467
C -2.748 1.258 3.308  -0.848
H -1.768 1.742 3.246  0.225
H -2.657 0.317 3.860  0.364
H -3.445 1.913 3.828  0.248
H -0.934 -0.209 2.365  0.219
C 0.591 -1.597 0.638  -0.364
C 1.237 -1.704 1.802  -0.393
C 2.674 -2.060 1.855  0.161
O 3.144 -3.023 2.414  -0.656
N 3.477 -1.205 1.120  0.182
C 3.092 0.045 0.674  0.641
N 2.233 0.662 1.373  -0.394
C 1.404 1.679 0.987  -0.300
C 0.868 2.506 1.973  -0.379
C -0.174 3.368 1.691  -0.711
C -0.731 3.387 0.424  -0.599
C -0.190 2.594 -0.574  -0.834
C 0.896 1.771 -0.319  0.841
N 1.450 1.060 -1.402  0.408
C 2.759 0.763 -1.636  0.782
C 3.654 0.442 -0.648  -0.293
C 5.087 0.323 -0.874  0.395
O 5.685 0.553 -1.905  -0.695
O 5.739 -0.025 0.265  -0.393
C 7.156 -0.146 0.188  -0.342
C 7.570 -1.540 -0.266  -1.106
H 8.653 -1.614 -0.271  0.418
H 7.201 -1.727 -1.271  0.278
H 7.168 -2.295 0.407  0.284
H 7.514 0.062 1.198  0.329
H 7.539 0.607 -0.508  0.344
C 3.100 0.754 -3.094  -1.811
H 2.991 1.758 -3.502  0.370
H 2.417 0.092 -3.627  0.379
H 4.121 0.429 -3.255  0.391
H 0.899 1.174 -2.244  0.366
H -0.614 2.619 -1.569  0.320
H -1.579 4.017 0.207  0.406
H -0.571 4.006 2.466  0.428
H 1.281 2.438 2.968  0.435
H 4.439 -1.484 0.974  0.017
H 0.754 -1.547 2.754  0.424
H 1.123 -1.859 -0.270  0.230
H -0.845 -1.754 -1.606  0.443
H -2.984 -0.710 -2.082  0.289
H -4.668 0.404 -2.304  0.332
H -5.752 1.571 -1.524  0.322
H -6.736 -0.261 -0.155  0.317
H -7.020 -0.433 -1.892  0.425
H -4.902 -1.937 -0.284  0.142
H -7.496 -2.914 -1.571  0.360
H -6.298 -3.928 -0.764  0.401

---

> LUMO of number 3 (C3H4O3)?

0.3 eV